Record 1
This record from the Open Molecules 2025 dataset describes a cluster of 2 separate species, C6H12O in total. The level of theory is ωB97M-V/def2-TZVPD.

- Multiplicity: 1
- E: -310.8958 a.u.
- Orbital gap: 9.43 eV
- Maximum force: 0.31 eV Å⁻¹
- HOMO level: -8.6 eV
- Total charge: 0
- Relative energy (zero: lowest compared OMol25 entry of this formula, charge and spin): 102.58 kcal/mol

Structure (XYZ):
```
19
C6H12O | the Open Molecules 2025 dataset | ωB97M-V/def2-TZVPD
O -2.903 -0.294 -0.301
C -2.468 0.688 0.677
C 2.637 0.129 0.180
C -1.195 -0.149 0.850
C 0.155 0.489 0.542
C 1.290 -0.532 0.462
C -1.806 -1.043 -0.246
H -0.554 -1.063 -2.345
H 1.343 -1.093 1.405
H 0.384 1.240 1.311
H -1.160 -0.696 1.802
H -0.088 -0.827 -2.881
H 2.903 0.836 0.975
H 0.089 1.031 -0.412
H -3.174 0.756 1.509
H 3.439 -0.612 0.110
H 1.056 -1.264 -0.321
H 2.613 0.685 -0.764
H -2.346 1.665 0.201
```

***

Record 2
This record from the Open Molecules 2025 dataset describes a structure of composition C26H28BrN2O4S in a non-equilibrium geometry. The level of theory is ωB97M-V/def2-TZVPD.

- Multiplicity: 1
- E: -4390.1372 a.u.
- Orbital gap: 5.54 eV
- Maximum force: 5.94 eV Å⁻¹
- HOMO level: -2.9 eV
- Total charge: -1
- Relative energy (zero: lowest compared OMol25 entry of this formula, charge and spin): 5.63 kcal/mol

Structure (XYZ):
```
62
C26H28BrN2O4S | the Open Molecules 2025 dataset | ωB97M-V/def2-TZVPD
Br -3.477 -6.539 -1.047
S -1.279 -1.126 -1.988
O -0.084 -1.269 3.607
O 1.148 -2.822 2.538
O -2.646 -1.260 -1.521
O -0.540 -2.329 -2.320
N -0.425 -0.182 -0.999
N 3.198 4.046 1.931
C -0.519 -1.642 1.263
C 2.553 2.896 1.481
C -2.761 1.604 -7.238
C -3.327 -3.888 0.004
C -2.629 -5.082 -0.199
C -1.251 0.106 -5.890
C 0.253 -1.986 2.509
C -2.670 -2.813 0.566
C -0.627 -4.088 0.702
C 0.730 -0.504 5.739
C -1.563 -0.192 -3.503
C 4.513 4.386 1.413
C 2.943 4.568 3.266
C -2.329 0.997 -5.935
C -0.863 -0.493 -4.684
C 2.332 1.795 2.329
C -1.275 -5.198 0.166
C 1.319 1.727 -0.244
C 1.172 0.590 0.570
C -1.297 -2.870 0.870
C 2.088 2.805 0.145
C 1.743 0.626 1.861
C 0.335 -0.486 0.041
C -2.624 0.722 -3.540
C -3.000 1.314 -4.747
C 0.787 -1.614 4.730
H -3.213 -1.895 0.803
H -1.949 2.174 -7.703
H 4.576 5.478 1.296
H -0.720 -0.136 -6.815
H -0.285 -0.276 6.086
H 0.431 -4.136 0.956
H 1.819 -1.743 4.377
H 0.511 -1.584 0.315
H 2.660 1.851 3.366
H 3.593 4.116 4.030
H -0.741 -6.139 0.042
H -1.181 -0.794 1.464
H 2.268 3.633 -0.534
H -4.390 -3.818 -0.274
H 1.894 4.418 3.548
H -3.177 0.955 -2.634
H 0.780 1.750 -1.190
H 5.306 4.071 2.121
H 0.407 -2.562 5.134
H -3.063 0.831 -7.953
H 4.675 3.898 0.443
H -3.832 2.021 -4.775
H 1.702 -0.226 2.529
H 1.201 0.412 5.355
H 1.313 -0.819 6.611
H 3.139 5.648 3.262
H -3.607 2.277 -7.080
H -0.046 -1.205 -4.652
```

***

Record 3
This record from the Open Molecules 2025 dataset describes a structure of composition C22H28BrLaN6O. The level of theory is ωB97M-V/def2-TZVPD.

- Multiplicity: 1
- E: -3864.2059 a.u.
- Orbital gap: 7.18 eV
- Maximum force: 0.93 eV Å⁻¹
- HOMO level: -13.0 eV
- Total charge: +2

Structure (XYZ):
```
59
C22H28BrLaN6O | the Open Molecules 2025 dataset | ωB97M-V/def2-TZVPD
La 0.047 0.031 0.169
Br 6.047 -3.622 -3.305
O 1.251 -1.759 -0.201
N -1.147 -1.325 -1.877
N 0.939 2.173 1.528
N -0.266 -0.898 2.664
N -2.092 1.759 -0.350
N -2.588 -0.911 0.749
N 2.409 0.873 -0.417
C -3.042 -1.757 -0.387
C 2.287 4.180 1.307
C 4.483 -1.739 -1.876
C 2.378 -3.489 -1.378
C 0.618 4.022 3.033
C -1.678 -1.082 3.070
C 3.653 2.963 -0.794
C 1.955 2.864 0.917
C 3.353 -1.279 -1.181
C -3.526 0.217 0.981
C 3.298 4.885 0.612
C 2.704 2.238 -0.120
C 3.948 4.293 -0.429
C 0.322 2.741 2.544
C -2.900 1.601 0.880
C 3.487 -3.905 -2.095
C 3.390 0.113 -0.781
C -1.904 -2.383 -1.162
C 2.296 -2.180 -0.911
C 4.543 -3.034 -2.346
C 1.589 4.743 2.398
C -2.455 -1.755 1.957
H -1.822 2.735 -0.445
H -3.615 -1.132 -1.073
H -0.379 -1.760 -2.384
H -2.099 -0.099 3.292
H 5.312 -1.066 -2.059
H 1.841 5.745 2.724
H -4.346 0.152 0.263
H 3.536 5.897 0.912
H -3.445 -2.055 2.323
H 0.243 -0.372 3.370
H 4.183 2.519 -1.626
H -2.664 1.564 -1.168
H 0.076 4.413 3.881
H -2.249 1.801 1.736
H -3.997 0.126 1.963
H -2.307 -3.119 -1.861
H 4.704 4.832 -0.981
H -1.945 -2.679 1.670
H -0.466 2.164 3.020
H -3.732 -2.531 -0.033
H -1.208 -2.917 -0.511
H 0.194 -1.807 2.627
H -3.713 2.329 0.914
H -1.762 -1.672 3.984
H -1.743 -0.916 -2.591
H 1.583 -4.185 -1.150
H 4.394 0.541 -0.813
H 3.541 -4.926 -2.450
```

***

Record 4
This record from the Open Molecules 2025 dataset describes a structure of composition C20H28AuN3O4S3. The level of theory is ωB97M-V/def2-TZVPD.

- Multiplicity: 2
- E: -2574.0954 a.u.
- Orbital gap (spin up / spin down): 7.44 / 6.14 eV
- Maximum force: 0.54 eV Å⁻¹
- HOMO level (spin up / spin down): -11.5 / -11.6 eV
- Total charge: +1
- Relative energy (zero: lowest compared OMol25 entry of this formula, charge and spin): 11.25 kcal/mol

Structure (XYZ):
```
59
C20H28AuN3O4S3 | the Open Molecules 2025 dataset | ωB97M-V/def2-TZVPD
Au 2.991 0.434 -0.301
S 5.562 2.665 -0.073
S -1.417 3.724 2.513
S 0.256 2.503 -1.403
O 0.671 1.920 -0.068
O -0.773 4.905 2.003
O -1.816 3.775 3.924
O -2.372 3.089 1.630
N 0.237 -2.728 -1.249
N 1.427 -0.876 -0.523
N 2.779 -0.297 3.117
C -1.048 -2.049 -1.044
C -0.130 -5.122 -0.648
C -0.512 1.169 2.921
C 2.159 2.016 3.147
C 0.183 -4.111 -1.740
C 1.181 2.949 3.008
C -1.211 1.620 -1.905
C -1.465 -1.942 0.416
C 4.455 1.651 -0.164
C -2.357 0.346 -3.579
C -1.228 1.045 -3.168
C -3.412 0.799 -1.457
C 1.385 -2.108 -0.974
C 2.680 -2.832 -1.199
C 1.817 0.636 3.142
C 0.457 0.233 3.080
C -3.443 0.225 -2.725
C -0.156 2.533 2.809
C -2.293 1.502 -1.037
C -0.504 4.086 -1.081
H 0.604 -5.073 0.157
H -2.403 -1.392 0.489
H -0.584 -4.141 -2.514
H -1.005 -1.062 -1.510
H -4.326 -0.310 -3.051
H 0.260 4.734 -0.658
H 2.848 -2.992 -2.264
H 0.215 -0.819 3.151
H -1.792 -2.613 -1.603
H 1.120 -4.353 -2.231
H -0.856 4.483 -2.033
H -4.271 0.720 -0.804
H 2.681 -3.804 -0.707
H -1.118 -4.954 -0.221
H 3.729 -0.046 3.335
H -1.607 -2.925 0.863
H -2.279 1.985 -0.064
H 3.499 -2.236 -0.809
H -0.373 1.151 -3.824
H -1.325 3.974 -0.377
H 0.534 -0.411 -0.404
H 2.529 -1.264 3.247
H -1.559 0.904 2.856
H -2.389 -0.093 -4.567
H 1.396 4.009 2.986
H -0.718 -1.405 1.003
H 3.199 2.303 3.244
H -0.114 -6.130 -1.061
```

***

Record 5
This record from the Open Molecules 2025 dataset describes a cluster of 9 separate species, C30H47FO27 in total in a non-equilibrium geometry. The level of theory is ωB97M-V/def2-TZVPD.

- Multiplicity: 1
- E: -3302.7330 a.u.
- Orbital gap: 10.77 eV
- Maximum force: 4.37 eV Å⁻¹
- HOMO level: -10.7 eV
- Total charge: 0
- Relative energy (zero: lowest compared OMol25 entry of this formula, charge and spin): 29.74 kcal/mol

Structure (XYZ):
```
105
C30H47FO27 | the Open Molecules 2025 dataset | ωB97M-V/def2-TZVPD
F 4.432 -0.238 1.740
O 2.797 -5.043 2.314
O 7.164 2.507 2.820
O -7.023 -1.338 -5.050
O -6.220 -2.587 -3.311
O -1.866 2.739 3.865
O 7.003 2.996 -1.725
O -6.850 2.331 -1.714
O 0.898 -3.578 -3.371
O 0.415 0.494 1.556
O 1.303 3.661 -1.406
O 4.334 -6.528 2.498
O 4.532 -4.984 0.909
O -0.340 4.051 2.929
O 5.260 1.827 3.757
O 6.461 0.385 2.567
O -5.179 2.067 -0.430
O -0.735 4.377 -0.869
O -7.037 2.850 0.480
O -2.201 4.926 3.787
O 5.873 3.139 -3.618
O -1.110 -2.782 -3.973
O -6.518 -0.364 -3.063
O -0.945 -0.918 0.634
O 1.030 -0.447 -0.372
O 0.720 -1.708 -4.568
O 4.954 2.169 -1.829
O -0.480 2.494 -2.004
C 0.250 -0.313 0.522
C -4.596 1.944 0.849
C -0.300 5.411 2.546
C 1.008 -4.448 0.890
C 2.181 -3.902 1.690
C 6.785 2.466 -0.402
C -5.969 -0.803 -1.826
C 0.604 1.879 -2.673
C 6.358 1.672 2.983
C -6.608 -1.432 -3.931
C -6.426 2.457 -0.470
C -6.145 -2.349 -1.901
C 4.746 0.543 4.045
C -3.150 1.587 0.656
C -0.025 -4.408 -2.659
C -2.920 -2.018 -0.269
C -1.489 -1.577 -0.520
C 5.507 -7.188 2.020
C -1.399 6.053 3.441
C -1.383 -3.991 -3.259
C 5.945 2.834 -2.500
C 0.240 -2.589 -4.020
C 5.248 -0.286 2.870
C 3.941 -5.478 1.806
C -0.039 3.593 -1.384
C -1.500 3.793 3.586
C 1.859 2.535 -2.066
C 1.535 1.366 1.505
C 5.283 2.163 -0.458
C -8.188 2.745 -2.011
H -3.003 -2.998 0.206
H 2.391 1.962 -1.317
H -0.997 6.494 4.351
H 1.455 -5.092 0.130
H 6.397 -6.570 2.200
H 1.841 -3.270 2.506
H 5.475 -7.305 0.939
H -2.503 2.446 0.467
H -8.490 2.068 -2.807
H -2.218 -3.858 -2.574
H -1.677 -4.797 -3.942
H -1.609 -0.819 -1.304
H -6.568 -0.491 -0.970
H 0.588 2.046 -3.754
H -3.020 0.834 -0.122
H -3.338 -2.305 -1.252
H 1.552 1.889 0.553
H 0.035 -4.110 -1.616
H 0.552 0.795 -2.587
H 7.430 1.602 -0.240
H 0.369 -3.717 0.415
H 5.468 -1.296 3.189
H -4.941 -0.482 -1.695
H -2.687 1.155 1.549
H 4.717 2.879 0.151
H 0.028 -5.481 -2.805
H 0.625 5.880 2.882
H -5.100 1.173 1.431
H -0.883 -2.402 -0.877
H -0.477 5.584 1.489
H 2.550 2.845 -2.841
H -3.608 -1.218 -0.018
H -8.840 2.527 -1.162
H 0.444 -5.028 1.624
H 5.170 0.096 4.952
H -8.306 3.790 -2.273
H -4.621 2.895 1.381
H 3.673 0.564 4.215
H -7.051 -2.703 -1.413
H -2.004 6.785 2.917
H 5.643 -8.094 2.593
H 2.912 -3.446 1.033
H 5.035 1.219 0.027
H -5.273 -2.843 -1.486
H 2.460 0.793 1.552
H 1.377 2.033 2.339
H 7.005 3.214 0.353
```